The following is a quantum chemistry calculation of a 2-piece molecular cluster, C2H8S overall, from OMol25.

Structure (XYZ):
```
11
Properties=species:S:1:pos:R:3:forces:R:3:nbo_charge:R:1
C 1.5114 -1.4039 -1.7412 0.826 2.002 -0.678 -0.6281
C 1.7140 -0.5442 -0.5157 2.554 0.336 1.204 -0.6137
H 1.6954 -0.7251 -2.6277 -1.352 -0.753 0.547 0.2073
H 2.4199 -1.9838 -1.8501 -0.422 -1.138 0.208 0.2127
H 0.5347 -1.8886 -1.6446 0.567 -0.333 -0.809 0.2199
H 2.3321 0.3527 -0.6679 -0.246 -0.098 -0.495 0.1997
H 2.3385 -1.0516 0.2405 -0.319 -0.264 -0.178 0.1964
H 0.8996 -0.2007 0.0541 -1.608 0.248 0.202 0.2059
S -4.4222 2.0760 3.1371 0.419 -2.909 1.570 -0.3084
H -3.4730 2.9611 3.0370 -0.076 1.493 -0.757 0.1541
H -5.5505 2.4080 2.5785 -0.342 1.416 -0.814 0.1543
```
Positions in Å, forces in eV/Å.

## Properties
HOMO-LUMO gap in eV: 10.775
LUMO level in eV: 0.94
Largest force on an atom in eV/A: 3.333
Calculated total energy in Ha: -479.132570
Energy relative to the best compared isomer or geometry (same formula, charge and spin) in kcal per mole: 20.7
SMILES string: CC.S
Highest occupied orbital energy in eV: -9.836

***

The following is a quantum chemistry calculation of one molecule with the formula C3H5N3, from OMol25.

Structure (XYZ):
```
11
Properties=species:S:1:pos:R:3:forces:R:3:nbo_charge:R:1
N -0.3874 0.5099 1.7042 0.277 -0.091 0.435 -0.8268
C 0.0489 0.0865 0.4318 -0.116 0.076 -0.043 0.0293
C 1.2456 -0.3780 -0.1627 0.013 0.074 0.130 -0.0996
N 1.0888 -0.5239 -1.4766 -0.188 0.089 0.339 -0.2522
N -0.1864 -0.1859 -1.7250 -0.233 0.010 0.131 -0.3288
C -0.8407 0.1966 -0.5900 0.182 -0.084 0.174 -0.1119
H 0.3173 0.5898 2.4057 0.453 -0.021 0.253 0.3727
H -1.1688 -0.0071 2.0820 0.110 -0.123 -0.154 0.3725
H 2.1999 -0.5976 0.3002 -0.129 0.046 -0.131 0.2076
H -0.4915 -0.2211 -2.6860 -0.128 0.040 0.337 0.4102
H -1.8258 0.5310 -0.2836 -0.241 -0.017 -1.471 0.2271
```
Positions in Å, forces in eV/Å.

## Properties
HOMO-LUMO gap in eV: 9.354
LUMO level in eV: 1.10
Largest force on an atom in eV/A: 1.490
Calculated total energy in Ha: -281.549041
Energy relative to the best compared isomer or geometry (same formula, charge and spin) in kcal per mole: 25.7
SMILES string: Nc1cn[nH]c1
Highest occupied orbital energy in eV: -8.257

***

The following is a quantum chemistry calculation of one molecule with the formula C14H12N2OS, from OMol25.

Structure (XYZ):
```
30
Properties=species:S:1:pos:R:3:forces:R:3:nbo_charge:R:1
O -1.6693 1.8372 -1.8609 2.145 2.108 1.999 -0.5782
C -1.9728 0.7935 -2.3637 -3.606 -1.641 -0.421 0.4778
C -2.3301 0.8228 -3.7654 -1.184 -2.791 -0.648 -0.2709
C -3.1001 -0.1695 -4.3244 2.123 -0.284 5.127 -0.1431
C -3.4563 -1.3032 -3.4407 -2.037 -2.177 -3.545 -0.2609
C -3.3327 -1.3528 -2.1328 0.592 -0.375 0.844 -0.1705
C -2.5548 -0.3429 -1.5533 1.873 0.282 1.851 -0.2363
C -2.1542 -0.6070 -0.2568 1.820 4.094 0.730 0.1041
N -1.3408 0.3535 0.4162 -1.325 -1.601 -0.505 -0.4206
N -0.4549 0.0208 1.4545 2.444 1.562 0.661 -0.4324
C 0.5899 0.9732 1.7917 -2.085 0.219 -2.600 0.1088
S 0.3355 2.6349 1.4727 0.087 -2.278 0.412 -0.0999
C 1.9828 0.4969 2.0478 -0.664 -1.964 0.830 -0.1699
C 2.7214 1.2614 2.9011 2.508 2.312 0.905 -0.1440
C 4.0445 0.9912 3.2392 -1.347 -3.843 -1.876 -0.2084
C 4.5251 -0.2822 2.7984 2.808 1.979 2.390 -0.1760
C 3.8659 -1.1269 2.0329 -3.110 -0.464 -2.660 -0.2372
C 2.5812 -0.7057 1.6451 -1.265 -0.911 -0.467 -0.1530
H -2.1112 1.7045 -4.2731 0.550 1.313 -0.864 0.2181
H -3.3632 -0.1460 -5.2997 -1.016 -0.020 -2.877 0.2079
H -3.9099 -2.2599 -3.8606 0.401 1.626 -0.069 0.2070
H -3.6163 -2.2073 -1.4818 -0.004 0.576 -0.850 0.2111
H -2.5709 -1.3954 0.3416 0.184 -0.479 0.084 0.2024
H -1.1143 1.2521 -0.0620 -0.126 -0.762 0.214 0.4678
H -0.4689 -0.9159 1.8713 0.076 0.622 -0.727 0.4072
H 2.3637 2.2280 3.1774 -0.575 0.384 0.333 0.2323
H 4.7344 1.5285 3.7935 0.556 1.510 1.129 0.2213
H 5.5009 -0.6517 3.1004 0.272 0.613 0.178 0.2057
H 4.2638 -2.0115 1.5323 0.039 0.122 0.701 0.2261
H 2.0116 -1.4206 1.0591 -0.132 0.268 -0.279 0.2038
```
Positions in Å, forces in eV/Å.

## Properties
HOMO-LUMO gap in eV: 6.953
LUMO level in eV: -0.63
Largest force on an atom in eV/A: 5.557
Calculated total energy in Ha: -1123.478535
Energy relative to the best compared isomer or geometry (same formula, charge and spin) in kcal per mole: 108.0
SMILES string: O=C1C=CC=C/C1=C/NNC(=S)c1ccccc1
Highest occupied orbital energy in eV: -7.585